(1)
The following is a DFT calculation (the ωB97M-V functional and the def2-TZVPD basis) of a cluster of 3 separate species, C27H48F9N4O8PS2 in total.

Calculated values
- HOMO (spin up / spin down) (eV) = -7.651 / -8.808
- spin multiplicity = 3

Each atom is followed by the atoms it is bonded to, with distances in Å.
Positions of all 99 atoms, in Å:
1 N -2.115 2.754 0.385  C2 1.155
2 C -2.227 3.237 -0.658  N1 1.155, O3 1.300
3 O -2.372 3.805 -1.819  C2 1.300, C4 1.439
4 C -1.230 4.537 -2.301  O3 1.439, C5 1.536, S27 1.839, H30 1.093
5 C -1.676 5.863 -2.935  C4 1.536, C6 1.541, C20 1.554, H31 1.097
6 C -2.896 5.643 -3.849  C5 1.541, C7 1.532, H32 1.089, H33 1.091
7 C -3.498 6.948 -4.379  C6 1.532, C8 1.511, H34 1.094, H35 1.085
8 C -4.912 6.790 -4.890  C7 1.511, F9 1.355, F10 1.338, C11 1.567
9 F -4.980 5.661 -5.635  C8 1.355
10 F -5.237 7.798 -5.707  C8 1.338
11 C -6.102 6.608 -3.888  C8 1.567, F12 1.323, F13 1.321, S14 1.910
12 F -5.996 5.424 -3.306  C11 1.323
13 F -7.222 6.618 -4.589  C11 1.321
14 S -6.294 7.892 -2.486  C11 1.910, F15 1.576, F16 1.596, F17 1.610, F18 1.583, F19 1.571
15 F -7.594 8.530 -3.110  S14 1.576
16 F -5.408 8.960 -3.275  S14 1.596
17 F -4.965 7.285 -1.812  S14 1.610
18 F -7.185 6.877 -1.661  S14 1.583
19 F -6.385 8.906 -1.289  S14 1.571
20 C -0.376 6.428 -3.573  C5 1.554, P21 1.823, C25 1.527, H36 1.099
21 P -0.251 8.220 -3.886  C20 1.823, N22 1.542, O23 1.613, O24 1.604
22 N 1.178 8.761 -3.677  P21 1.542, H37 1.012
23 O -1.436 8.929 -3.054  P21 1.613, H38 0.967
24 O -0.784 8.264 -5.397  P21 1.604, H39 0.970
25 C 0.053 5.597 -4.779  C20 1.527, O26 1.449, H40 1.091, H41 1.090
26 O 0.554 4.323 -4.303  C25 1.449, S27 1.578
27 S -0.413 3.386 -3.480  C4 1.839, O26 1.578, O28 1.423, O29 1.429
28 O 0.418 2.520 -2.717  S27 1.423
29 O -1.440 2.883 -4.337  S27 1.429
30 H -0.523 4.689 -1.481  C4 1.093
31 H -1.973 6.532 -2.118  C5 1.097
32 H -2.665 4.958 -4.664  C6 1.089
33 H -3.640 5.131 -3.236  C6 1.091
34 H -2.935 7.309 -5.244  C7 1.094
35 H -3.440 7.731 -3.631  C7 1.085
36 H 0.432 6.286 -2.843  C20 1.099
37 H 1.277 9.548 -3.049  N22 1.012
38 H -1.200 9.008 -2.120  O23 0.967
39 H -0.569 9.127 -5.784  O24 0.970
40 H -0.740 5.439 -5.512  C25 1.091
41 H 0.902 6.057 -5.286  C25 1.090
42 C -0.079 -0.581 0.074  C43 1.545, H53 1.089, H54 1.089, H55 1.089
43 C 0.902 -1.356 -0.834  C42 1.545, C44 1.534, N48 1.500, C52 1.524
44 C 0.447 -2.811 -1.003  C43 1.534, C45 1.528, H56 1.095, H57 1.093
45 C 0.695 -3.692 0.220  C44 1.528, C46 1.526, H58 1.094, H59 1.091
46 C 2.146 -3.586 0.683  C45 1.526, C47 1.529, H60 1.094, H61 1.095
47 C 2.584 -2.146 0.944  C46 1.529, N48 1.497, C50 1.535, C51 1.524
48 N 2.294 -1.328 -0.276  C43 1.500, C47 1.497, O49 1.283
49 O 3.198 -1.459 -1.177  N48 1.283
50 C 1.880 -1.589 2.189  C47 1.535, H62 1.091, H63 1.091, H64 1.085
51 C 4.082 -2.088 1.222  C47 1.524, H65 1.087, H66 1.091, H67 1.091
52 C 0.918 -0.656 -2.188  C43 1.524, H68 1.087, H69 1.091, H70 1.088
53 H 0.435 0.179 0.660  C42 1.089
54 H -0.818 -0.065 -0.538  C42 1.089
55 H -0.627 -1.228 0.758  C42 1.089
56 H 0.970 -3.243 -1.862  C44 1.095
57 H -0.617 -2.802 -1.254  C44 1.093
58 H 0.014 -3.426 1.033  C45 1.094
59 H 0.472 -4.731 -0.029  C45 1.091
60 H 2.294 -4.170 1.596  C46 1.094
61 H 2.797 -4.024 -0.081  C46 1.095
62 H 2.116 -0.533 2.326  C50 1.091
63 H 2.238 -2.134 3.064  C50 1.091
64 H 0.800 -1.695 2.169  C50 1.085
65 H 4.660 -2.549 0.426  C51 1.087
66 H 4.284 -2.622 2.152  C51 1.091
67 H 4.417 -1.056 1.334  C51 1.091
68 H 1.303 0.357 -2.099  C52 1.087
69 H -0.105 -0.603 -2.565  C52 1.091
70 H 1.523 -1.192 -2.915  C52 1.088
71 C 1.896 -9.060 5.468  C72 1.543, H82 1.089, H83 1.089, H84 1.089
72 C 2.217 -8.248 4.195  C71 1.543, C73 1.534, N77 1.501, C81 1.525
73 C 3.669 -7.755 4.214  C72 1.534, C74 1.528, H85 1.094, H86 1.093
74 C 3.924 -6.585 5.162  C73 1.528, C75 1.526, H87 1.093, H88 1.091
75 C 2.931 -5.454 4.912  C74 1.526, C76 1.530, H89 1.093, H90 1.095
76 C 1.473 -5.912 4.983  C75 1.530, N77 1.501, C79 1.534, C80 1.525
77 N 1.291 -7.075 4.052  C72 1.501, C76 1.501, O78 1.282
78 O 1.157 -6.695 2.835  N77 1.282
79 C 1.085 -6.267 6.424  C76 1.534, H91 1.091, H92 1.090, H93 1.086
80 C 0.545 -4.789 4.533  C76 1.525, H94 1.088, H95 1.091, H96 1.091
81 C 2.006 -9.163 2.993  C72 1.525, H97 1.091, H98 1.091, H99 1.087
82 H 0.857 -8.929 5.768  C71 1.089
83 H 2.047 -10.121 5.274  C71 1.089
84 H 2.532 -8.794 6.311  C71 1.089
85 H 3.948 -7.452 3.200  C73 1.094
86 H 4.308 -8.602 4.477  C73 1.093
87 H 3.876 -6.914 6.204  C74 1.093
88 H 4.939 -6.216 5.008  C74 1.091
89 H 3.075 -4.646 5.633  C75 1.093
90 H 3.116 -5.030 3.919  C75 1.095
91 H 0.077 -6.683 6.459  C79 1.091
92 H 1.097 -5.356 7.023  C79 1.090
93 H 1.759 -6.971 6.902  C79 1.086
94 H 0.811 -4.413 3.547  C80 1.088
95 H 0.618 -3.968 5.248  C80 1.091
96 H -0.491 -5.129 4.500  C80 1.091
97 H 0.964 -9.474 2.917  C81 1.091
98 H 2.626 -10.051 3.125  C81 1.091
99 H 2.289 -8.681 2.061  C81 1.087

---

(2)
The following is a DFT calculation (the ωB97M-V functional and the def2-TZVPD basis) of a cluster of 2 separate species, C27H48NO9PS in total.

Calculated values
- structure (SMILES) = CCCCCCCCCCCCCCC[C@H]1OS(=O)(=O)O[C@]1(OCCCC)P(O)O.O=[N+]([O-])c1ccccc1
- energy above the lowest of the compared OMol25 structures with the same formula, charge and spin (kcal per mole) = 77.63
- HOMO (eV) = -8.546

Each atom is followed by the atoms it is bonded to, with distances in Å.
Positions of all 87 atoms, in Å:
1 C -4.205 4.026 8.522  C2 1.570, H31 1.109, H32 1.120, H33 1.115
2 C -3.521 2.647 8.829  C1 1.570, C3 1.585, H34 1.114, H35 1.115
3 C -4.347 1.366 8.394  C2 1.585, C4 1.566, H36 1.115, H37 1.119
4 C -5.823 1.637 7.949  C3 1.566, C5 1.584, H38 1.122, H39 1.118
5 C -5.945 2.131 6.449  C4 1.584, C6 1.578, H40 1.113, H41 1.120
6 C -6.014 0.931 5.426  C5 1.578, C7 1.593, H42 1.111, H43 1.114
7 C -4.619 0.780 4.671  C6 1.593, C8 1.568, H44 1.116, H45 1.119
8 C -4.687 1.420 3.241  C7 1.568, C9 1.591, H46 1.112, H47 1.115
9 C -3.218 1.575 2.649  C8 1.591, C10 1.589, H48 1.112, H49 1.114
10 C -3.040 0.487 1.504  C9 1.589, C11 1.581, H50 1.114, H51 1.111
11 C -1.876 0.962 0.546  C10 1.581, C12 1.580, H52 1.114, H53 1.115
12 C -1.411 -0.208 -0.409  C11 1.580, C13 1.587, H54 1.118, H55 1.117
13 C 0.170 -0.237 -0.550  C12 1.587, C14 1.575, H56 1.119, H57 1.118
14 C 0.614 -0.354 -2.057  C13 1.575, C15 1.592, H58 1.120, H59 1.119
15 C 2.049 -1.022 -2.225  C14 1.592, C16 1.564, H60 1.118, H61 1.109
16 C 3.002 0.099 -2.756  C15 1.564, O17 1.463, C22 1.585, H62 1.111
17 O 2.955 1.172 -1.763  C16 1.463, S18 1.670
18 S 3.940 0.676 -0.509  O17 1.670, O19 1.483, O20 1.483, O21 1.650
19 O 4.585 1.873 0.083  S18 1.483
20 O 3.285 -0.076 0.589  S18 1.483
21 O 4.966 -0.185 -1.471  S18 1.650, C22 1.475
22 C 4.546 -0.233 -2.885  C16 1.585, O21 1.475, O23 1.385, P28 1.917
23 O 4.719 -1.461 -3.502  C22 1.385, C24 1.443
24 C 6.111 -1.803 -3.673  O23 1.443, C25 1.561, H63 1.113, H64 1.122
25 C 6.401 -3.329 -3.525  C24 1.561, C26 1.569, H65 1.119, H66 1.114
26 C 7.430 -3.696 -2.398  C25 1.569, C27 1.570, H67 1.117, H68 1.121
27 C 8.779 -2.895 -2.448  C26 1.570, H69 1.112, H70 1.120, H71 1.113
28 P 5.232 1.364 -3.694  C22 1.917, O29 1.685, O30 1.695
29 O 5.909 2.391 -2.542  P28 1.685, H72 0.969
30 O 6.304 1.013 -4.959  P28 1.695, H73 0.970
31 H -5.250 4.114 8.885  C1 1.109
32 H -3.626 4.830 9.044  C1 1.120
33 H -4.175 4.264 7.433  C1 1.115
34 H -2.534 2.655 8.314  C2 1.114
35 H -3.326 2.580 9.925  C2 1.115
36 H -3.811 0.866 7.553  C3 1.115
37 H -4.352 0.637 9.243  C3 1.119
38 H -6.374 0.661 7.999  C4 1.122
39 H -6.379 2.312 8.645  C4 1.118
40 H -5.037 2.724 6.196  C5 1.113
41 H -6.807 2.840 6.352  C5 1.120
42 H -6.293 -0.017 5.935  C6 1.111
43 H -6.749 1.215 4.640  C6 1.114
44 H -3.822 1.268 5.280  C7 1.116
45 H -4.328 -0.298 4.594  C7 1.119
46 H -5.268 0.737 2.583  C8 1.112
47 H -5.231 2.393 3.261  C8 1.115
48 H -2.443 1.452 3.438  C9 1.112
49 H -3.136 2.575 2.165  C9 1.114
50 H -2.786 -0.474 2.006  C10 1.114
51 H -3.954 0.398 0.877  C10 1.111
52 H -2.249 1.804 -0.080  C11 1.114
53 H -1.047 1.303 1.209  C11 1.115
54 H -1.822 0.033 -1.421  C12 1.118
55 H -1.821 -1.197 -0.089  C12 1.117
56 H 0.594 -1.100 0.021  C13 1.119
57 H 0.530 0.724 -0.107  C13 1.118
58 H 0.584 0.672 -2.505  C14 1.120
59 H -0.171 -0.937 -2.603  C14 1.119
60 H 1.904 -1.820 -2.994  C15 1.118
61 H 2.374 -1.496 -1.277  C15 1.109
62 H 2.545 0.583 -3.645  C16 1.111
63 H 6.727 -1.148 -3.018  C24 1.113
64 H 6.380 -1.521 -4.725  C24 1.122
65 H 5.451 -3.869 -3.286  C25 1.119
66 H 6.757 -3.760 -4.489  C25 1.114
67 H 6.994 -3.653 -1.370  C26 1.117
68 H 7.697 -4.774 -2.555  C26 1.121
69 H 8.664 -1.811 -2.667  C27 1.112
70 H 9.230 -2.959 -1.425  C27 1.120
71 H 9.529 -3.314 -3.156  C27 1.113
72 H 6.878 2.393 -2.564  O29 0.969
73 H 7.232 1.012 -4.676  O30 0.970
74 C -1.255 -2.024 -8.610  C75 1.390, C79 1.390, H83 1.084
75 C -0.875 -3.013 -7.711  C74 1.390, C76 1.388, H84 1.083
76 C -0.973 -2.786 -6.345  C75 1.388, C77 1.389, H85 1.082
77 C -1.458 -1.565 -5.894  C76 1.389, C78 1.389, N80 1.462
78 C -1.834 -0.568 -6.784  C77 1.389, C79 1.388, H86 1.082
79 C -1.730 -0.802 -8.148  C74 1.390, C78 1.388, H87 1.083
80 N -1.586 -1.331 -4.457  C77 1.462, O81 1.217, O82 1.213
81 O -1.230 -2.217 -3.702  N80 1.217
82 O -2.042 -0.267 -4.095  N80 1.213
83 H -1.182 -2.207 -9.676  C74 1.084
84 H -0.504 -3.963 -8.075  C75 1.083
85 H -0.675 -3.561 -5.652  C76 1.082
86 H -2.207 0.385 -6.433  C78 1.082
87 H -2.022 -0.033 -8.852  C79 1.083

---

| no. | total energy (eV) |
| --- | --- |
| 1 | -106530.1190 |
| 2 | -68813.0450 |